No. 1
{"formula": "C4H8NO", "method": "the ωB97M-V functional and the def2-TZVPD basis", "elements": ["C", "C", "C", "C", "O", "N", "H", "H", "H", "H", "H", "H", "H", "H"], "xyz": [[-0.7494, 0.8698, 1.2789], [0.4599, -0.1624, 0.9418], [0.4670, -0.7387, -0.3959], [0.5350, -1.5580, -1.3729], [0.5407, -2.5790, -2.1370], [0.6936, -0.0214, -1.6912], [-1.5654, 0.4631, 0.8527], [-0.5221, 1.8315, 0.8311], [-0.8084, 1.1242, 2.2534], [0.4791, -1.0054, 1.6675], [1.4206, 0.3835, 1.0664], [0.2470, -2.3842, -3.0690], [-0.1178, 0.5913, -2.0326], [1.6338, 0.3509, -2.0142]], "charge": 1, "largest_force_ha_per_bohr": 0.10450, "e_tot_ev": -7805.07634, "de_lowest_ev": 3.0265, "e_lumo_ev": -3.67, "orbital_gap_ev": 11.14, "smiles": "CCC1=C(O)[NH2+]1", "e_homo_ev": -14.8, "molar_mass_g_mol": 86.1}


No. 2
{"formula": "C74H77As2CsN6O11P2Se", "method": "the ωB97M-V functional and the def2-TZVPD basis", "elements": ["Cs", "C", "C", "O", "C", "C", "C", "N", "N", "C", "O", "C", "C", "C", "C", "C", "C", "H", "H", "H", "H", "H", "H", "H", "H", "H", "H", "H", "H", "C", "N", "C", "C", "C", "C", "C", "C", "C", "C", "H", "H", "H", "H", "H", "H", "H", "H", "H", "H", "H", "H", "C", "N", "P", "C", "C", "C", "C", "C", "C", "C", "C", "C", "C", "C", "C", "P", "C", "C", "C", "C", "C", "C", "C", "C", "C", "C", "C", "C", "H", "H", "H", "H", "H", "H", "H", "H", "H", "H", "H", "H", "H", "H", "H", "H", "H", "H", "H", "H", "H", "H", "H", "C", "C", "O", "C", "C", "C", "C", "C", "C", "H", "H", "H", "H", "H", "H", "H", "H", "C", "O", "C", "O", "C", "C", "As", "C", "C", "C", "As", "C", "C", "O", "O", "C", "C", "O", "O", "C", "C", "O", "O", "C", "H", "H", "H", "H", "H", "H", "H", "H", "H", "H", "H", "H", "H", "H", "H", "H", "H", "H", "Se", "N", "C", "C", "C", "C", "C", "C", "N", "H", "H", "H", "H"], "xyz": [[-0.2650, -0.9889, -1.0448], [-0.4574, 1.5598, -4.6625], [-0.9041, 0.4575, -3.7324], [-0.9964, 0.7950, -2.4811], [-1.1372, -0.7827, -4.2652], [-1.6727, -1.9421, -3.6193], [-1.5267, -3.2713, -4.3354], [-2.2784, -1.8683, -2.4863], [-2.9128, -2.9223, -1.9528], [-2.4621, -3.6965, -1.0237], [-1.2978, -3.6793, -0.4596], [-3.4569, -4.7543, -0.6853], [-4.8225, -4.4973, -0.7905], [-5.7532, -5.4707, -0.4893], [-5.3417, -6.7338, -0.0888], [-3.9884, -7.0147, -0.0236], [-3.0583, -6.0392, -0.3282], [-1.2406, 2.3140, -4.7221], [-0.2406, 1.1912, -5.6614], [0.4363, 2.0306, -4.2489], [-0.9101, -0.9200, -5.3164], [-1.3460, -3.1215, -5.3981], [-2.4368, -3.8564, -4.1923], [-0.6939, -3.8336, -3.9059], [-5.1291, -3.5183, -1.1244], [-6.8110, -5.2518, -0.5641], [-6.0712, -7.4969, 0.1579], [-3.6530, -8.0051, 0.2616], [-2.0058, -6.2756, -0.3053], [-0.0505, 0.6861, 1.5443], [1.1372, 1.1032, 2.2441], [0.9301, 1.1475, 3.6689], [1.7610, 2.2538, 1.6177], [0.8459, 3.4300, 1.3667], [0.2805, 4.0843, 2.4552], [-0.6546, 5.0891, 2.2873], [-1.0590, 5.4216, 1.0098], [-0.4701, 4.8023, -0.0768], [0.5169, 3.8361, 0.0671], [-0.9254, 1.3118, 1.7706], [-0.2743, -0.3436, 1.8170], [0.1298, 0.7369, 0.4723], [0.0413, 1.7276, 3.9717], [1.8087, 1.5638, 4.1644], [0.7903, 0.1210, 4.0170], [2.1419, 1.8940, 0.6509], [2.6144, 2.5473, 2.2365], [0.5828, 3.8073, 3.4566], [-1.0685, 5.6018, 3.1475], [-1.8259, 6.1697, 0.8643], [-0.8082, 5.0798, -1.0620], [0.5974, -5.3925, 0.8710], [0.6856, -4.0734, 1.4957], [-0.7817, -3.1092, 1.6417], [-0.6206, -2.8118, 3.5057], [-0.0258, -3.6369, 4.4532], [-0.1866, -3.3911, 5.8051], [-0.9545, -2.3217, 6.2329], [-1.5520, -1.4901, 5.3007], [-1.3854, -1.7395, 3.9501], [-2.1105, -4.2753, 2.1731], [-3.4020, -3.7664, 2.0817], [-4.4806, -4.4797, 2.5720], [-4.2857, -5.7265, 3.1413], [-3.0066, -6.2488, 3.2241], [-1.9257, -5.5175, 2.7687], [1.6214, -3.0008, 0.5022], [3.1888, -3.9738, 0.3379], [3.7813, -4.6489, 1.3993], [5.0348, -5.2111, 1.2553], [5.7161, -5.0967, 0.0531], [5.1278, -4.4375, -1.0117], [3.8670, -3.8834, -0.8704], [2.4696, -1.8824, 1.6893], [2.6308, -2.1131, 3.0492], [3.4599, -1.2988, 3.7991], [4.1567, -0.2656, 3.1980], [4.0122, -0.0391, 1.8396], [3.1606, -0.8302, 1.0925], [-0.4394, -5.6957, 0.7657], [1.1250, -6.1250, 1.4931], [1.0416, -5.4150, -0.1304], [0.5514, -4.4933, 4.1315], [0.2658, -4.0519, 6.5346], [-1.0935, -2.1391, 7.2915], [-2.1672, -0.6625, 5.6306], [-1.8750, -1.1115, 3.2155], [-3.5463, -2.8007, 1.6206], [-5.4808, -4.0697, 2.5105], [-5.1261, -6.2921, 3.5212], [-2.8466, -7.2275, 3.6610], [-0.9325, -5.9191, 2.8900], [3.2622, -4.7050, 2.3449], [5.5023, -5.7219, 2.0862], [6.7127, -5.5064, -0.0467], [5.6580, -4.3447, -1.9493], [3.3976, -3.3590, -1.6929], [2.1074, -2.9256, 3.5275], [3.5676, -1.4810, 4.8606], [4.8180, 0.3608, 3.7810], [4.5545, 0.7680, 1.3705], [3.0323, -0.6329, 0.0362], [-5.6429, -0.5373, 0.3338], [-4.5508, -0.0337, 1.2403], [-3.4102, -0.4296, 1.1604], [-4.9290, 1.0203, 2.2217], [-6.1132, 0.9751, 2.9486], [-6.4069, 1.9653, 3.8680], [-5.5312, 3.0220, 4.0579], [-4.3444, 3.0687, 3.3443], [-4.0346, 2.0661, 2.4441], [-5.3308, -1.4699, -0.1289], [-5.7773, 0.2025, -0.4586], [-6.5901, -0.6619, 0.8510], [-6.7982, 0.1499, 2.8185], [-7.3242, 1.9095, 4.4388], [-5.7726, 3.8062, 4.7635], [-3.6534, 3.8860, 3.4958], [-3.1317, 2.0886, 1.8530], [4.7957, -0.9046, -3.0604], [4.4258, 0.3049, -3.6754], [3.2899, 0.9466, -3.1081], [2.8564, 0.5424, -2.0237], [2.7602, 1.8131, -4.0421], [3.2016, 2.9133, -4.6090], [4.8081, 3.8906, -3.8945], [4.3201, 5.7776, -4.2200], [4.3018, 3.8985, -2.0046], [3.2275, 3.7656, -1.2210], [1.3834, 3.0793, -1.5547], [0.8871, 4.5481, -2.7677], [3.5845, 4.1019, 0.1726], [4.3940, 3.5053, 0.8475], [2.9815, 5.2311, 0.5779], [3.3299, 5.7184, 1.8595], [5.6240, 4.2848, -1.4533], [5.9932, 5.4343, -1.3182], [6.5096, 3.2961, -1.2272], [6.0455, 1.9598, -1.2957], [2.7635, 3.5983, -5.8264], [1.8583, 4.3921, -5.9291], [3.5580, 3.4421, -6.9392], [4.5869, 2.4789, -6.9361], [5.8297, -1.1074, -3.3399], [4.1516, -1.7195, -3.4095], [4.7106, -0.8265, -1.9729], [4.6118, 6.0648, -5.2319], [4.8560, 6.4064, -3.5093], [3.2489, 5.9323, -4.1075], [1.3907, 4.4013, -3.7182], [1.1587, 5.5215, -2.3577], [-0.1830, 4.5110, -2.9684], [4.0185, 5.0147, 2.3339], [2.4191, 5.8219, 2.4510], [3.8135, 6.6890, 1.7421], [6.8476, 1.3419, -0.8955], [5.8318, 1.6760, -2.3314], [5.1436, 1.8311, -0.6969], [4.6660, 2.1058, -7.9574], [4.3637, 1.6595, -6.2488], [5.5398, 2.9417, -6.6402], [-3.0205, 0.5664, -1.4627], [-3.0364, 1.9626, -0.4384], [-3.6885, 2.9527, -1.0919], [-3.9148, 4.2399, -0.6088], [-4.5797, 5.1508, -1.4025], [-5.0359, 4.7930, -2.6717], [-4.8847, 3.5072, -3.1438], [-4.2165, 2.5683, -2.3604], [-4.0111, 1.2673, -2.6928], [-3.5591, 4.4958, 0.3775], [-4.7459, 6.1607, -1.0425], [-5.5174, 5.5393, -3.2920], [-5.2466, 3.2232, -4.1209]], "charge": -2, "largest_force_ha_per_bohr": 0.05433, "e_tot_ev": -315595.16081, "e_lumo_ev": 3.32, "orbital_gap_ev": 5.79, "e_homo_ev": -2.5, "molar_mass_g_mol": 1650.1}


No. 3
{"formula": "C40H81NO41", "method": "the ωB97M-V functional and the def2-TZVPD basis", "elements": ["C", "O", "C", "O", "O", "C", "H", "H", "H", "H", "H", "H", "C", "O", "C", "O", "O", "C", "H", "H", "H", "H", "H", "H", "C", "O", "C", "O", "O", "C", "H", "H", "H", "H", "H", "H", "C", "O", "C", "O", "O", "C", "H", "H", "H", "H", "H", "H", "C", "O", "C", "O", "O", "C", "H", "H", "H", "H", "H", "H", "C", "O", "C", "O", "O", "C", "H", "H", "H", "H", "H", "H", "C", "O", "C", "O", "O", "C", "H", "H", "H", "H", "H", "H", "C", "O", "C", "O", "O", "C", "H", "H", "H", "H", "H", "H", "C", "O", "C", "O", "O", "C", "H", "H", "H", "H", "H", "H", "C", "O", "C", "O", "O", "C", "H", "H", "H", "H", "H", "H", "C", "O", "C", "O", "O", "C", "H", "H", "H", "H", "H", "H", "C", "O", "C", "O", "O", "C", "H", "H", "H", "H", "H", "H", "C", "O", "C", "O", "O", "C", "H", "H", "H", "H", "H", "H", "C", "N", "O", "O", "H", "H", "H"], "xyz": [[-8.4834, -0.7696, -7.1701], [-7.1159, -0.4201, -7.3006], [-6.2599, -0.8623, -6.2631], [-6.5563, -1.1360, -5.1370], [-4.9590, -0.8566, -6.7209], [-3.9448, -0.9251, -5.7923], [-9.0514, -0.9793, -8.0765], [-9.0600, -0.0091, -6.6436], [-8.6571, -1.6471, -6.5472], [-3.7827, -1.9977, -5.6858], [-4.1308, -0.3890, -4.8616], [-3.0432, -0.5083, -6.2412], [-3.7597, -6.0846, -2.2208], [-2.4508, -6.3638, -1.7193], [-2.1612, -7.3989, -0.8890], [-2.8905, -8.2956, -0.4333], [-0.8936, -7.1775, -0.5615], [-0.1155, -8.0709, 0.2269], [-4.4338, -6.0696, -1.3644], [-4.1018, -6.8218, -2.9471], [-3.8496, -5.0936, -2.6657], [0.9604, -7.8962, 0.2341], [-0.2968, -9.1158, -0.0249], [-0.4183, -7.9196, 1.2630], [6.1374, -7.7768, 3.6060], [5.7925, -6.5787, 4.3685], [5.1150, -5.5386, 3.7700], [4.7449, -5.5031, 2.6259], [4.9483, -4.5943, 4.6063], [4.0420, -3.4973, 4.2534], [6.7594, -7.6421, 2.7210], [5.2799, -8.3892, 3.3274], [6.6653, -8.4219, 4.3083], [4.3983, -2.5736, 4.7092], [3.0886, -3.6876, 4.7463], [3.8501, -3.4690, 3.1808], [0.9030, -1.6541, -0.2225], [-0.1086, -0.7224, -0.6106], [-0.5990, 0.1616, 0.1885], [-0.5559, 0.2276, 1.3949], [-1.2152, 1.1612, -0.5591], [-1.9322, 2.1956, 0.0761], [0.6186, -2.1770, 0.6906], [1.8575, -1.1550, -0.0553], [1.0065, -2.4743, -0.9330], [-1.2348, 2.7790, 0.6772], [-2.7899, 1.9216, 0.6903], [-2.3078, 2.8044, -0.7463], [-5.2994, 2.1531, 4.6848], [-5.7128, 3.4945, 4.7937], [-6.9716, 3.9122, 5.1243], [-7.8443, 3.1572, 5.4861], [-7.0043, 5.3207, 4.9875], [-8.2682, 6.0149, 5.1826], [-5.5252, 1.8416, 3.6650], [-5.8168, 1.4191, 5.3026], [-4.2541, 1.9997, 4.9530], [-8.9914, 5.9477, 4.3698], [-8.0904, 7.0599, 5.4365], [-8.7653, 5.6857, 6.0952], [-5.4258, -4.0743, 7.7395], [-5.1426, -4.4989, 6.4279], [-4.1385, -3.8298, 5.7823], [-3.5825, -2.8070, 6.2254], [-3.6958, -4.5308, 4.6957], [-2.7872, -3.8601, 3.8060], [-4.8648, -4.5733, 8.5296], [-6.4610, -4.3490, 7.9420], [-5.3827, -2.9869, 7.8002], [-2.1742, -4.6682, 3.4070], [-2.2991, -2.9710, 4.2053], [-3.3376, -3.5202, 2.9287], [7.5535, -12.2064, -1.4794], [6.9940, -11.0058, -1.0349], [6.4537, -10.1164, -1.9755], [6.5502, -10.2058, -3.1664], [6.0640, -8.9871, -1.3761], [5.4976, -7.9709, -2.2167], [7.9722, -12.7660, -0.6430], [8.2480, -12.2109, -2.3195], [6.7106, -12.8402, -1.7549], [6.2354, -7.5462, -2.8974], [5.0664, -7.1600, -1.6297], [4.6676, -8.3757, -2.7956], [8.3184, -2.6026, 1.0455], [8.2364, -3.4330, -0.0677], [9.1339, -4.4304, -0.2575], [9.8081, -4.8769, 0.6824], [9.1505, -4.8590, -1.5438], [9.9202, -6.0005, -1.8758], [8.8531, -1.6954, 0.7639], [8.8482, -2.9572, 1.9296], [7.2663, -2.4571, 1.2907], [10.9467, -5.9656, -1.5111], [10.0613, -6.1580, -2.9451], [9.5014, -6.9292, -1.4881], [-1.6882, -5.2767, -9.7048], [-0.6391, -4.7632, -8.9092], [-0.6933, -4.9805, -7.6051], [-1.6177, -5.5061, -6.9617], [0.4778, -4.4800, -7.0054], [0.8499, -4.6963, -5.6310], [-1.7121, -6.3662, -9.6827], [-1.5519, -5.0703, -10.7664], [-2.6941, -5.1076, -9.3205], [0.2596, -5.5477, -5.2924], [0.6735, -3.7615, -5.0988], [1.9129, -4.9200, -5.5412], [-8.3372, 8.3179, 0.3850], [-7.0174, 7.9604, 0.2346], [-6.1224, 8.7600, -0.2338], [-6.2229, 9.9811, -0.4400], [-4.9847, 8.0216, -0.3189], [-3.7728, 8.5908, -0.7484], [-8.6848, 9.0534, -0.3405], [-8.3808, 8.9074, 1.3008], [-9.0121, 7.4730, 0.5220], [-2.9953, 7.8280, -0.7092], [-3.4310, 9.3009, 0.0046], [-3.8581, 9.0797, -1.7189], [3.9188, 2.9342, 1.6838], [5.0816, 3.4374, 1.0143], [5.4332, 3.0846, -0.2440], [4.6995, 2.5336, -1.1319], [6.6860, 3.4824, -0.3685], [7.3463, 3.3557, -1.6322], [3.0326, 3.1763, 1.0972], [3.8078, 3.2347, 2.7257], [3.9550, 1.8523, 1.5562], [8.2847, 3.9101, -1.6301], [6.7834, 3.8123, -2.4464], [7.6535, 2.3550, -1.9361], [2.2562, 8.1665, 0.3656], [1.5676, 9.3926, 0.0081], [2.0580, 10.6087, 0.3179], [2.9288, 10.7346, 1.2308], [1.4106, 11.5249, -0.3153], [1.8640, 12.8732, -0.0689], [2.1802, 7.9990, 1.4400], [3.2951, 8.1661, 0.0357], [1.7799, 7.2860, -0.0656], [1.8629, 13.1102, 0.9950], [1.2552, 13.5925, -0.6167], [2.8327, 12.9439, -0.5635], [2.0605, 9.9282, 6.2176], [1.6687, 8.6912, 5.5945], [0.6236, 8.0266, 5.9881], [-0.2067, 8.3813, 6.8964], [0.5894, 6.8509, 5.2605], [-0.3599, 5.8019, 5.6249], [2.0564, 9.6731, 7.2774], [1.2970, 10.6604, 5.9547], [3.0142, 10.2426, 5.7939], [-1.3221, 6.1943, 5.9542], [0.1105, 5.3242, 6.4843], [-0.5579, 5.1411, 4.7810], [-4.3218, 4.0992, -6.0240], [-5.1724, 5.3040, -5.7951], [-5.9385, 5.6541, -6.6963], [-5.0689, 5.8586, -4.7109], [-4.0548, 3.6646, -5.0607], [-3.4065, 4.5473, -6.4107], [-4.9738, 3.4227, -6.5766]], "largest_force_ha_per_bohr": 0.11706, "e_tot_ev": -128220.97745, "e_lumo_ev": -0.10, "orbital_gap_ev": 10.36, "e_homo_ev": -10.5, "molar_mass_g_mol": 1232.1}


No. 4
{"formula": "C3H4N2O", "method": "the ωB97M-V functional and the def2-TZVPD basis", "elements": ["N", "C", "C", "C", "N", "O", "H", "H", "H", "H"], "xyz": [[2.0020, 1.2557, -0.5366], [1.4752, 0.2985, -0.1559], [0.6147, -0.8098, 0.2755], [-0.7737, -0.1793, 0.5090], [-1.2056, 0.5604, -0.5634], [-1.3728, -0.2851, 1.5531], [0.9739, -1.2819, 1.1931], [0.5809, -1.5670, -0.5161], [-1.6437, 1.4450, -0.3538], [-0.6509, 0.5634, -1.4051]], "largest_force_ha_per_bohr": 0.02296, "e_tot_ev": -8203.42228, "de_lowest_ev": 0.4632, "e_lumo_ev": 0.62, "orbital_gap_ev": 11.25, "smiles": "N#CCC(N)=O", "e_homo_ev": -10.6, "molar_mass_g_mol": 84.1}